No. 1
Below is one molecule with the formula C6H9N, with properties calculated with the ωB97M-V functional and the def2-TZVPD basis.

Structure (XYZ):
```
16
C6H9N | OMol25 | the ωB97M-V functional and the def2-TZVPD basis
C 2.6781 -0.0435 0.3704
N 1.3229 -0.2863 -0.0687
C 0.4077 -0.2950 0.8050
C -1.0387 -0.4088 0.4154
C -1.3132 -0.9263 -0.9798
C -1.8047 0.2287 -1.4267
C -1.6399 0.9498 -0.1078
H 3.0155 0.9110 -0.0500
H 3.3369 -0.8203 -0.0307
H 2.7927 -0.0035 1.4661
H 0.6264 -0.1565 1.8785
H -1.6252 -0.8652 1.2226
H -1.1240 -1.8959 -1.4303
H -2.1707 0.5644 -2.3926
H -0.9227 1.7783 -0.1037
H -2.5641 1.2690 0.3867
```

Results
F_max (Eh/bohr): 0.00896
Total charge: 0
Energy relative to the best compared isomer or geometry (same formula, charge and spin) (kcal per mole): 54.70
Kohn-Sham gap (eV): 10.59
DFT total energy (eV): -7855.78778
SMILES: C/N=C/[C@@H]1C=CC1
HOMO (eV): -9.370


No. 2
Below is a 12-piece molecular cluster, C12H34FN13O25S overall in a non-equilibrium geometry, with properties calculated with the ωB97M-V functional and the def2-TZVPD basis.

Structure (XYZ):
```
86
C12H34FN13O25S | OMol25 | the ωB97M-V functional and the def2-TZVPD basis
N -1.2100 -3.2564 4.7215
C -1.4981 -2.1493 4.5307
O -2.1062 -1.0950 4.0420
N -3.3412 -0.8417 4.6806
S -4.4472 -2.1213 4.5724
O -4.2283 -2.8420 3.3884
O -5.7346 -1.5786 4.7290
F -4.1815 -2.9830 5.8303
H -3.1928 -0.6333 5.6682
C -1.4647 0.7490 0.7393
N -0.8190 1.7186 1.6650
O -1.3101 2.8236 1.7647
O 0.1621 1.3408 2.2660
H -2.3211 1.2248 0.2793
H -0.7332 0.4696 -0.0087
H -1.7708 -0.1106 1.3285
C -2.9766 -1.6049 -3.2972
N -2.3198 -0.6418 -2.3894
O -2.8024 0.4636 -2.2883
O -1.3323 -1.0295 -1.8007
H -3.8348 -1.1259 -3.7473
H -2.2519 -1.8885 -4.0559
H -3.2769 -2.4557 -2.7021
C -6.1922 -0.6652 -0.0620
N -5.0974 -1.3532 -0.7955
O -3.9888 -1.3341 -0.3023
O -5.3890 -1.8893 -1.8416
H -5.7836 -0.2385 0.8457
H -6.5852 0.1074 -0.7155
H -6.9497 -1.4092 0.1635
C 2.9513 -0.8808 3.7803
N 2.1180 -1.1333 4.9834
O 0.9136 -1.0905 4.8584
O 2.6992 -1.3667 6.0187
H 2.2954 -0.6861 2.9402
H 3.5750 -0.0188 3.9939
H 3.5533 -1.7681 3.6062
C 0.9773 0.3954 -3.7674
N 0.3153 0.2935 -5.0952
O -0.8935 0.3688 -5.1314
O 1.0303 0.1410 -6.0595
H 0.2096 0.5269 -3.0148
H 1.5304 -0.5247 -3.6052
H 1.6460 1.2500 -3.7988
C -0.0070 1.9564 -8.1573
N 0.1130 2.7855 -9.3884
O -0.8761 2.9349 -10.0676
O 1.2045 3.2549 -9.6244
H -1.0281 1.6050 -8.0735
H 0.6804 1.1264 -8.2547
H 0.2570 2.5846 -7.3129
C 5.2154 -0.6504 -6.8917
N 4.2088 -0.7429 -5.8003
O 4.2127 0.1223 -4.9541
O 3.4481 -1.6826 -5.8328
H 5.8184 0.2342 -6.7296
H 5.8219 -1.5497 -6.8521
H 4.6732 -0.5864 -7.8300
C -1.1986 4.8751 4.1073
N -2.1542 5.8496 4.7017
O -3.2876 5.4748 4.9019
O -1.7276 6.9554 4.9452
H -1.7127 3.9388 3.9440
H -0.8469 5.2896 3.1690
H -0.3812 4.7535 4.8113
C 0.5174 -2.7342 -7.9500
N -0.8497 -3.3134 -8.0480
O -1.2630 -3.9422 -7.0987
O -1.4560 -3.1123 -9.0741
H 0.9357 -2.9910 -6.9845
H 1.1115 -3.1570 -8.7542
H 0.4218 -1.6583 -8.0559
C 4.0660 -2.6660 8.8144
N 5.4876 -2.6617 9.2544
O 6.2552 -3.4048 8.6860
O 5.7774 -1.9093 10.1564
H 3.9549 -3.3797 8.0081
H 3.4613 -2.9486 9.6705
H 3.8241 -1.6631 8.4788
C 2.2485 3.1525 6.1219
N 3.4362 2.4362 5.5850
O 4.4028 2.3330 6.2972
O 3.3461 2.0006 4.4540
H 2.4719 3.4809 7.1293
H 2.0565 3.9978 5.4683
H 1.4164 2.4547 6.1129
```

Results
F_max (Eh/bohr): 0.04114
Total charge: 0
Kohn-Sham gap (eV): 10.66
DFT total energy (eV): -97072.27265
SMILES: N#CONS(=O)(=O)F.C[N+](=O)[O-].C[N+](=O)[O-].C[N+](=O)[O-].C[N+](=O)[O-].C[N+](=O)[O-].C[N+](=O)[O-].C[N+](=O)[O-].C[N+](=O)[O-].C[N+](=O)[O-].C[N+](=O)[O-].C[N+](=O)[O-]
HOMO (eV): -10.989


No. 3
Below is a 14-piece molecular cluster, C19H57FN26O13 overall in a non-equilibrium geometry, with properties calculated with the ωB97M-V functional and the def2-TZVPD basis.

Structure (XYZ):
```
116
C19H57FN26O13 | OMol25 | the ωB97M-V functional and the def2-TZVPD basis
F 3.3022 -3.7871 -4.0165
C 3.3384 -3.1873 -2.8171
C 4.5325 -2.9360 -2.2463
C 4.5635 -2.2740 -0.9994
C 3.4015 -1.7764 -0.4596
C 2.1923 -1.9895 -1.1408
C 2.1352 -2.6652 -2.3184
H 5.4300 -3.3418 -2.7006
H 5.5142 -2.0704 -0.5016
H 3.4121 -1.1606 0.4418
H 1.2867 -1.5646 -0.7240
H 1.1976 -2.7394 -2.8402
C 0.9404 -0.2828 4.0659
O 1.6824 -0.4089 3.0887
N -0.0546 -1.2078 4.3726
N 1.0413 0.7245 4.9180
H -0.4034 -1.2348 5.2994
H 0.1477 -2.1138 3.9641
H 1.6607 1.4886 4.6421
H 0.2298 0.9910 5.4822
C 1.5873 4.1290 3.4871
O 2.2695 3.4141 4.1870
N 0.8409 3.7450 2.3811
N 1.5155 5.4394 3.6671
H 0.6276 4.5239 1.7885
H 1.1292 2.8747 1.9487
H 0.7459 5.9375 3.2280
H 1.7786 5.7326 4.5814
C -1.6822 -3.6403 -2.0858
O -1.5264 -4.6873 -1.5015
N -2.0022 -3.5927 -3.4049
N -1.5637 -2.4128 -1.5660
H -1.9834 -2.7113 -3.8902
H -2.1765 -4.4356 -3.9445
H -1.3266 -2.2706 -0.5953
H -1.7440 -1.6131 -2.1760
C 5.1016 1.3840 1.0990
O 5.6767 0.3503 1.2754
N 3.9266 1.6425 1.6377
N 5.5880 2.3421 0.3728
H 3.6647 0.9646 2.3607
H 3.6777 2.5970 1.9529
H 6.5478 2.2935 0.1332
H 5.0390 3.1775 0.2719
C -0.2723 0.6165 0.0979
O -0.7627 1.2240 -0.8299
N -0.9648 -0.2533 0.8747
N 0.9684 0.8919 0.5517
H -0.3619 -0.9632 1.2831
H -1.9486 -0.5178 0.6740
H 1.4147 0.3604 1.2733
H 1.4807 1.5708 0.0084
C -3.7800 -3.8036 2.6377
O -4.9358 -4.1012 2.8183
N -3.1777 -2.8444 3.3670
N -2.9783 -4.2652 1.7001
H -2.1782 -2.7478 3.3086
H -3.6766 -2.7374 4.2288
H -1.9981 -4.0161 1.7972
H -3.2035 -4.9378 0.9856
C -3.5911 0.2200 -3.8179
O -2.4225 -0.1144 -4.0238
N -4.0743 0.6092 -2.5982
N -4.5540 0.4168 -4.7689
H -4.9364 0.1861 -2.3290
H -3.4097 0.5286 -1.8499
H -4.1537 0.5034 -5.7011
H -5.4177 0.9406 -4.5977
C -0.7350 4.7565 -2.3467
O -1.3148 5.7249 -2.7709
N -1.3034 3.5492 -2.4351
N 0.4523 4.8352 -1.7326
H -2.3070 3.5492 -2.5484
H -0.9283 2.8074 -1.8413
H 0.9438 5.7096 -1.7976
H 1.0006 4.0115 -1.5146
C 0.9473 -3.7278 1.5138
O -0.1158 -3.1058 1.6463
N 1.1360 -4.6367 0.5467
N 1.9623 -3.4907 2.3378
H 1.9520 -5.2042 0.4833
H 0.3732 -4.6936 -0.1364
H 2.7638 -4.0703 2.2388
H 2.0713 -2.6012 2.8252
C -1.9148 2.2623 4.6252
O -1.6866 3.4489 4.7380
N -2.0618 1.4189 5.6530
N -2.0158 1.6757 3.4368
H -2.8267 0.7372 5.6356
H -1.7878 1.8018 6.5367
H -1.9263 2.3646 2.6992
H -1.5719 0.8004 3.2494
C 3.5497 2.6541 -2.0884
O 2.8296 3.0923 -1.2054
N 3.9215 3.3399 -3.1774
N 3.9586 1.3819 -2.2716
H 3.7113 4.2873 -3.4125
H 4.7812 2.9939 -3.5409
H 3.7687 1.0773 -3.2182
H 3.6560 0.7603 -1.5082
C -5.4584 -0.9995 0.3290
O -4.3195 -0.5894 0.2386
N -5.8819 -2.2601 0.3768
N -6.5018 -0.1554 0.0576
H -6.8772 -2.2779 0.3172
H -5.4285 -2.8981 1.0147
H -6.2524 0.8208 -0.0391
H -7.3030 -0.2625 0.6958
C 1.0882 0.1866 -5.0028
O 2.2996 0.1265 -5.0942
N 0.4199 0.5060 -3.9373
N 0.2434 -0.0501 -6.0103
H 1.0155 0.5092 -3.1068
H -0.5146 0.1833 -3.7017
H -0.7303 -0.1119 -5.8104
H 0.5901 -0.6514 -6.7557
```

Results
F_max (Eh/bohr): 0.10545
Total charge: 0
Energy relative to the best compared isomer or geometry (same formula, charge and spin) (kcal per mole): 31.47
Kohn-Sham gap (eV): 9.12
DFT total energy (eV): -88720.53913
HOMO (eV): -8.897


No. 4
Below is one molecule with the formula C13H16N6O3S2 in a non-equilibrium geometry, with properties calculated with the ωB97M-V functional and the def2-TZVPD basis.

Structure (XYZ):
```
40
C13H16N6O3S2 | OMol25 | the ωB97M-V functional and the def2-TZVPD basis
C 2.1433 3.9304 -5.0484
C 0.8861 3.1040 -4.8189
O 0.9432 2.4032 -3.5758
C 0.5888 3.0791 -2.4801
O 0.1902 4.2293 -2.5040
C 0.7241 2.2809 -1.2594
C 1.1909 0.9734 -1.2633
N 1.3292 0.2677 -0.1587
C 1.0196 0.8646 0.9899
S 1.2430 -0.0773 2.4245
C 2.1070 -1.5305 1.7319
C 1.7582 -1.9308 0.3169
O 2.5962 -2.1536 -0.5220
N 0.4364 -2.2891 0.0654
C -0.6158 -2.3781 0.9170
N -0.5674 -2.3967 2.2040
N -1.7528 -2.5218 2.7830
C -2.7440 -2.6105 1.9823
C -4.1568 -2.7928 2.3879
C -4.6741 -4.1730 1.9803
S -2.2600 -2.5324 0.2816
N 0.5501 2.0882 1.1304
C 0.3882 2.8184 0.0232
N -0.0935 4.0508 0.1645
H 2.2193 4.7103 -4.2946
H 3.0249 3.2965 -4.9914
H 2.0999 4.3931 -6.0300
H 0.0013 3.7491 -4.8236
H 0.7838 2.3240 -5.5760
H 1.4657 0.4735 -2.1815
H 1.8515 -2.3447 2.4110
H 3.1775 -1.3267 1.7643
H 0.2538 -2.4959 -0.9085
H -4.2073 -2.6747 3.4711
H -4.7705 -2.0197 1.9192
H -5.7081 -4.2900 2.2932
H -4.0780 -4.9523 2.4490
H -4.6212 -4.2959 0.9005
H -0.2956 4.3886 1.0891
H -0.1928 4.6237 -0.6643
```

Results
F_max (Eh/bohr): 0.03120
Total charge: 0
Energy relative to the best compared isomer or geometry (same formula, charge and spin) (kcal per mole): 31.91
Kohn-Sham gap (eV): 8.71
DFT total energy (eV): -50495.11098
SMILES: CCOC(=O)c1cnc(SCC(=O)Nc2nnc(CC)s2)nc1N
HOMO (eV): -8.433


No. 5
Below is a 2-piece molecular cluster, C4H14NO overall in a non-equilibrium geometry, with properties calculated with the ωB97M-V functional and the def2-TZVPD basis.

Structure (XYZ):
```
20
C4H14NO | OMol25 | the ωB97M-V functional and the def2-TZVPD basis
C -1.1753 1.4130 -0.7898
C -0.1758 0.3898 -0.2761
C 0.0630 -0.8447 -1.2558
C 0.2924 -2.2719 -0.6132
N 1.1821 1.0709 0.0467
H -2.0954 0.9518 -1.2932
H -1.0054 1.8840 -1.7171
H -1.7601 2.1620 -0.1421
H -0.6933 0.0938 0.6277
H -0.9575 -0.8374 -1.8090
H 0.8913 -0.7977 -1.9089
H -0.1061 -3.0797 -1.3446
H 1.1963 -2.5934 -0.2741
H -0.4818 -2.4165 0.2543
H 1.9333 0.9208 -0.5840
H 1.0021 2.0666 0.1175
H 1.5400 0.7894 0.9369
H -0.1334 -0.7126 2.6805
H -0.6947 0.5884 2.9577
O -0.1169 0.1708 2.3476
```

Results
F_max (Eh/bohr): 0.12306
Total charge: +1
Energy relative to the best compared isomer or geometry (same formula, charge and spin) (kcal per mole): 51.11
Kohn-Sham gap (eV): 11.86
DFT total energy (eV): -7904.73805
HOMO (eV): -15.078


No. 6
Below is one molecule with the formula C6H15N, with properties calculated with the ωB97M-V functional and the def2-TZVPD basis.

Structure (XYZ):
```
22
C6H15N | OMol25 | the ωB97M-V functional and the def2-TZVPD basis
C -2.3000 2.0671 0.6911
C -0.9532 1.3679 0.5270
C -0.9744 0.3937 -0.6475
N 0.3743 -0.0070 -1.0854
C 1.2046 -0.6416 -0.0581
C 2.5206 -1.0155 -0.7073
C 0.5544 -1.8689 0.5771
H -2.5168 2.6451 -0.2059
H -2.2738 2.7377 1.5476
H -3.0917 1.3402 0.9028
H -0.6372 0.8367 1.4191
H -0.1916 2.1284 0.3284
H -1.6058 -0.4636 -0.3842
H -1.4223 0.9204 -1.4903
H 0.2190 -0.7203 -1.7931
H 1.3709 0.0795 0.7472
H 3.0634 -0.1203 -0.9957
H 2.3996 -1.6099 -1.6115
H 3.1763 -1.5533 -0.0275
H 1.1771 -2.3021 1.3519
H 0.2883 -2.6236 -0.1596
H -0.3819 -1.5907 1.0740
```

Results
F_max (Eh/bohr): 0.01571
Total charge: 0
Energy relative to the best compared isomer or geometry (same formula, charge and spin) (kcal per mole): 9.63
Kohn-Sham gap (eV): 9.97
DFT total energy (eV): -7955.34888
SMILES: CCCNC(C)C
HOMO (eV): -8.837